Formula: C23H69BNO12
Source: the Open Molecules 2025 dataset
Level of theory: ωB97M-V with the def2-TZVPD basis set

Each line ends with the Löwdin charge.
Element x y z (Å)
1 N 8.116 0.324 -3.437  -0.03
2 B 7.844 1.866 -3.186  -0.57
3 C 7.188 2.629 -4.504  -0.21
4 C 5.714 3.041 -4.315  -0.17
5 C 4.833 2.066 -3.590  -0.51
6 O 3.973 2.391 -2.799  0.06
7 O 5.003 0.738 -3.907  0.07
8 H 7.307 -0.230 -3.179  0.00
9 H 8.275 0.122 -4.420  0.02
10 H 8.913 2.385 -2.851  0.03
11 H 7.054 1.938 -2.245  0.05
12 H 7.298 2.045 -5.430  0.07
13 H 7.729 3.569 -4.689  0.07
14 H 5.213 3.239 -5.279  0.11
15 H 5.665 3.973 -3.741  0.12
16 H 4.259 0.439 -4.446  0.12
17 C -0.338 1.769 -2.325  -0.10
18 C 0.389 0.899 -1.315  -0.34
19 O 1.596 0.368 -1.830  -0.08
20 H -0.558 1.196 -3.227  0.07
21 H -1.273 2.151 -1.911  0.07
22 H 0.288 2.618 -2.614  0.07
23 H -0.233 0.046 -1.039  0.10
24 H 0.594 1.475 -0.406  0.10
25 H 2.173 1.108 -2.070  0.05
26 C -1.891 0.156 3.129  -0.09
27 C -1.057 0.881 2.090  -0.32
28 O -1.858 1.724 1.263  -0.09
29 H -2.668 -0.437 2.643  0.06
30 H -1.277 -0.511 3.735  0.08
31 H -2.387 0.865 3.797  0.07
32 H -0.579 0.171 1.418  0.10
33 H -0.270 1.472 2.569  0.11
34 H -2.283 2.377 1.827  0.08
35 C 8.877 -3.582 -4.362  -0.10
36 C 9.886 -3.424 -3.236  -0.35
37 O 10.368 -2.101 -3.135  -0.10
38 H 9.325 -3.285 -5.311  0.07
39 H 8.531 -4.615 -4.443  0.06
40 H 8.012 -2.939 -4.190  0.07
41 H 10.758 -4.056 -3.416  0.10
42 H 9.435 -3.739 -2.285  0.10
43 H 9.607 -1.502 -3.006  0.05
44 C -5.943 -0.656 -0.292  -0.08
45 C -5.254 -1.537 0.731  -0.33
46 O -4.032 -2.078 0.228  -0.09
47 H -6.146 -1.220 -1.203  0.07
48 H -6.885 -0.268 0.098  0.07
49 H -5.307 0.192 -0.560  0.07
50 H -5.885 -2.387 0.989  0.10
51 H -5.060 -0.977 1.649  0.09
52 H -3.452 -1.341 0.009  0.07
53 C -6.710 -3.175 5.295  -0.08
54 C -5.925 -2.363 4.284  -0.32
55 O -6.759 -1.482 3.537  -0.09
56 H -7.492 -3.748 4.794  0.06
57 H -6.060 -3.867 5.833  0.08
58 H -7.198 -2.526 6.027  0.07
59 H -5.455 -3.016 3.549  0.11
60 H -5.132 -1.794 4.782  0.11
61 H -7.182 -0.874 4.150  0.08
62 C 5.340 3.461 1.772  -0.10
63 C 5.760 2.664 0.546  -0.32
64 O 7.123 2.859 0.216  -0.08
65 H 5.525 4.524 1.611  0.07
66 H 4.279 3.318 1.989  0.06
67 H 5.913 3.152 2.651  0.06
68 H 5.198 2.980 -0.331  0.10
69 H 5.557 1.597 0.702  0.11
70 H 7.668 2.564 0.952  0.06
71 C -9.076 -5.271 2.325  -0.08
72 C -9.607 -5.854 3.621  -0.32
73 O -10.598 -5.018 4.217  -0.10
74 H -8.658 -4.278 2.497  0.07
75 H -8.301 -5.908 1.897  0.08
76 H -9.878 -5.168 1.591  0.08
77 H -8.807 -5.941 4.356  0.10
78 H -10.021 -6.854 3.455  0.11
79 H -11.324 -4.934 3.590  0.07
80 C -2.216 4.493 -4.454  -0.09
81 C -2.042 3.915 -5.846  -0.33
82 O -0.758 4.192 -6.391  -0.08
83 H -2.057 5.572 -4.468  0.08
84 H -3.217 4.290 -4.068  0.07
85 H -1.489 4.058 -3.766  0.05
86 H -2.758 4.358 -6.538  0.11
87 H -2.214 2.833 -5.830  0.11
88 H -0.094 3.803 -5.813  0.08
89 C 11.601 1.568 1.549  -0.10
90 C 10.809 2.827 1.229  -0.34
91 O 10.538 2.948 -0.151  -0.08
92 H 12.535 1.562 0.986  0.07
93 H 11.830 1.501 2.615  0.06
94 H 11.036 0.678 1.262  0.07
95 H 11.379 3.714 1.507  0.11
96 H 9.873 2.839 1.806  0.09
97 H 10.007 2.197 -0.448  0.08
98 C -13.734 -2.161 5.805  -0.09
99 C -13.563 -2.605 4.364  -0.33
100 O -12.269 -2.303 3.856  -0.09
101 H -13.554 -1.090 5.893  0.07
102 H -14.740 -2.379 6.166  0.07
103 H -13.021 -2.676 6.453  0.07
104 H -14.266 -2.083 3.717  0.11
105 H -13.760 -3.680 4.276  0.10
106 H -11.620 -2.768 4.399  0.06

Forces on the atoms, in the same order (eV/Å):
0.2 -0.4 0.2
0.2 -0.6 0.0
0.0 0.2 0.1
0.3 0.2 0.0
-0.4 0.2 0.5
0.0 -0.2 -0.3
0.1 0.0 -0.6
-0.1 0.1 -0.1
0.0 0.0 0.0
-0.1 0.2 -0.1
-0.1 0.1 0.0
0.0 -0.1 0.1
0.0 -0.1 -0.1
0.0 -0.1 0.1
-0.1 -0.2 0.0
-0.1 0.0 0.4
0.0 0.0 -0.1
0.2 0.1 0.0
-0.1 0.1 -0.1
0.0 0.0 0.0
0.0 0.0 0.0
0.0 0.0 0.0
0.0 0.0 0.0
-0.1 0.0 0.0
0.3 -0.1 0.0
-0.1 0.0 0.0
-0.1 0.1 0.1
0.0 -0.1 -0.1
0.0 0.0 0.0
0.0 0.0 0.0
0.0 0.0 0.0
0.0 0.0 0.0
0.0 -0.1 0.0
0.0 0.0 0.0
0.0 0.0 0.0
-0.1 0.2 0.0
-0.2 -0.1 0.1
0.0 0.0 0.0
0.0 0.0 0.0
0.0 0.0 0.0
0.0 0.0 0.0
0.0 -0.1 0.0
0.2 0.4 -0.1
0.0 0.0 0.0
0.2 0.2 -0.1
-0.1 -0.1 0.0
0.0 0.0 0.0
0.0 0.0 0.0
0.0 0.0 0.0
0.0 0.0 0.0
-0.1 0.0 0.0
0.0 0.0 0.0
-0.1 0.0 0.0
0.0 0.1 0.0
0.0 0.0 0.0
0.0 0.0 0.0
0.0 0.0 0.0
0.0 0.0 0.0
0.0 0.0 0.0
0.0 0.0 0.0
0.0 0.0 0.0
0.1 0.0 0.0
0.1 -0.1 0.0
0.0 0.2 0.2
0.0 0.0 0.0
0.0 0.0 0.0
0.0 0.0 0.0
0.0 0.0 0.0
-0.1 0.0 0.0
0.0 0.0 0.0
0.0 0.1 0.0
0.0 0.1 -0.1
-0.1 0.0 0.1
0.0 0.0 0.0
0.0 0.0 0.0
0.0 0.0 0.0
0.0 0.0 0.0
0.1 0.0 0.0
0.0 0.0 0.0
0.1 0.1 0.0
0.1 -0.1 0.1
-0.1 0.0 0.0
0.0 0.0 0.0
0.0 0.0 0.0
0.0 0.0 0.0
0.0 0.0 0.0
-0.1 0.0 0.0
0.0 0.0 0.0
0.0 0.0 0.0
-0.1 -0.2 -0.2
0.2 0.1 0.2
0.0 0.0 0.0
0.0 0.0 0.0
0.0 0.0 0.0
0.0 0.0 0.0
0.0 0.0 0.1
-0.1 0.2 -0.2
0.1 0.1 0.0
0.1 0.0 0.1
0.0 -0.1 0.1
0.0 0.0 0.0
0.0 0.0 0.0
0.0 0.0 0.0
0.0 0.0 0.0
-0.1 0.0 0.0
0.1 0.0 -0.1

frontier orbital gap	5.360	eV
charge	-1
molecular weight	562.6	u
lowest unoccupied orbital energy	1.49	eV

Formula: C23H71N6O8
Source: the Open Molecules 2025 dataset
Level of theory: ωB97M-V with the def2-TZVPD basis set

Each line ends with the Löwdin charge.
Element x y z (Å)
1 N 0.750 0.378 -0.142  0.02
2 H 1.225 0.860 0.550  -0.07
3 H -0.054 0.740 -0.539  -0.01
4 H 0.448 -0.487 0.470  0.16
5 H 1.440 0.305 -1.140  -0.04
6 C 3.856 -1.374 0.902  -0.04
7 C 4.332 -1.642 -0.485  -0.45
8 C 3.583 -2.763 -1.021  -0.23
9 O 3.810 -3.955 -0.288  -0.18
10 C 3.036 -5.107 -0.679  -0.04
11 N 4.021 -0.541 -1.320  0.04
12 H 4.146 -0.489 1.430  0.08
13 H 4.169 -2.051 1.672  0.09
14 H 2.854 -1.366 1.039  0.02
15 H 5.470 -1.902 -0.623  0.19
16 H 3.836 -2.913 -1.894  0.05
17 H 2.569 -2.519 -0.968  0.11
18 H 3.375 -5.444 -1.658  0.09
19 H 1.970 -4.795 -0.677  0.07
20 H 3.426 -5.625 0.180  0.10
21 H 4.642 -0.552 -2.235  0.16
22 H 4.404 0.278 -0.843  0.09
23 C 1.640 0.629 -2.259  0.04
24 C 0.228 1.328 -2.116  -0.22
25 C -0.840 0.191 -1.760  -0.14
26 O -0.847 -0.566 -2.959  -0.13
27 C -1.752 -0.201 -3.923  -0.14
28 N 0.268 2.292 -0.986  -0.07
29 H 1.911 -0.120 -1.419  0.15
30 H 2.281 1.318 -2.385  0.00
31 H 1.497 0.161 -3.186  0.14
32 H 0.197 1.934 -3.141  0.19
33 H -1.852 0.641 -1.500  0.12
34 H -0.575 -0.322 -0.907  0.06
35 H -1.679 0.693 -4.430  0.05
36 H -2.768 -0.032 -3.692  0.08
37 H -1.820 -0.930 -4.763  0.11
38 H -0.612 2.639 -0.776  0.04
39 H 0.723 3.171 -1.277  0.05
40 C -0.508 1.665 3.521  -0.05
41 C -0.047 0.212 3.956  -0.32
42 C -1.142 -0.839 3.870  -0.12
43 O -2.207 -0.674 4.967  -0.17
44 C -3.390 0.058 4.471  -0.09
45 N 1.151 -0.186 3.186  0.09
46 H 0.253 2.515 3.594  0.08
47 H -1.214 2.092 4.325  0.10
48 H -1.017 1.736 2.548  0.06
49 H 0.319 0.404 4.934  0.12
50 H -0.847 -1.729 3.939  0.04
51 H -1.412 -1.076 2.889  0.08
52 H -3.025 0.813 3.863  0.00
53 H -3.903 0.632 5.249  0.08
54 H -4.139 -0.696 3.826  0.14
55 H 1.461 -1.020 3.366  0.01
56 H 1.859 0.427 3.426  0.05
57 C -3.427 0.084 0.448  -0.02
58 C -3.635 1.475 -0.225  -0.29
59 C -4.319 2.548 0.640  -0.22
60 O -3.514 2.896 1.680  -0.23
61 C -4.138 3.720 2.715  0.02
62 N -2.293 2.137 -0.262  -0.02
63 H -4.449 -0.164 1.074  0.14
64 H -2.710 0.115 1.201  0.02
65 H -3.096 -0.809 -0.129  0.06
66 H -4.019 1.487 -1.152  0.10
67 H -5.020 2.209 1.141  0.04
68 H -4.675 3.454 0.202  0.14
69 H -3.443 4.124 3.367  0.08
70 H -4.904 3.128 3.093  0.08
71 H -4.723 4.421 2.155  0.09
72 H -2.386 2.760 0.565  0.06
73 H -2.365 2.863 -1.052  0.13
74 C -0.611 -5.087 0.561  0.02
75 C -0.620 -3.597 -0.115  -0.39
76 C -1.818 -3.437 -0.934  -0.23
77 O -1.794 -4.281 -2.077  -0.09
78 C -2.585 -3.745 -3.127  -0.06
79 N -0.561 -2.593 0.921  0.04
80 H 0.336 -5.134 0.811  0.01
81 H -0.716 -5.772 -0.050  -0.01
82 H -1.141 -5.233 1.474  0.09
83 H 0.173 -3.679 -0.678  0.06
84 H -1.903 -2.387 -1.059  0.08
85 H -2.757 -3.545 -0.494  0.12
86 H -2.686 -4.303 -3.942  0.06
87 H -2.225 -3.003 -3.539  -0.02
88 H -3.642 -3.551 -2.884  0.12
89 H -1.532 -2.947 1.520  0.19
90 H 0.256 -2.510 1.538  0.07
91 C 3.832 3.466 -1.476  -0.08
92 O 2.935 2.355 -1.248  -0.16
93 H 4.342 3.721 -0.575  0.12
94 H 3.156 4.188 -1.711  0.05
95 H 4.421 3.312 -2.385  0.14
96 H 2.168 2.310 -1.713  -0.07
97 C 1.799 2.007 1.380  -0.10
98 O 0.555 1.890 0.721  -0.24
99 H 2.436 1.080 1.299  0.10
100 H 1.646 2.400 2.421  0.08
101 H 2.586 2.667 0.888  0.11
102 H 0.182 2.711 0.694  0.08
103 C 2.306 3.329 -3.133  -0.06
104 O 1.093 2.935 -2.407  -0.34
105 H 3.119 2.991 -2.500  -0.06
106 H 2.309 4.436 -3.200  0.13
107 H 2.367 2.808 -4.138  0.14
108 H 0.231 3.524 -2.526  0.25

Forces on the atoms, in the same order (eV/Å):
2.4 -14.0 3.5
1.8 -3.6 -0.9
-0.1 1.3 2.5
0.7 1.2 -1.8
-6.1 2.9 6.4
2.8 0.1 1.6
3.1 -0.7 0.6
-1.7 -1.4 7.6
0.3 1.1 -0.1
0.8 2.3 0.6
1.9 2.2 -2.7
0.8 1.3 -0.5
0.5 -1.2 -0.1
-3.6 -0.1 -0.4
-1.8 0.3 1.1
2.4 -1.4 -9.2
-2.1 0.5 0.0
-0.2 -0.4 0.0
0.5 -0.8 0.1
-1.0 -1.9 -0.2
-1.8 -0.2 2.2
-0.4 0.1 -0.2
-5.4 -3.7 -3.7
-2.7 -1.4 -0.8
-2.9 2.2 -5.3
-0.1 -1.1 0.6
-1.1 -1.8 -1.8
-5.8 0.8 -4.6
6.3 -3.9 -6.1
4.5 1.9 -1.6
0.2 -1.7 -1.0
-2.3 -4.1 1.0
1.5 -0.6 -1.0
-0.9 -3.1 -0.3
1.9 2.6 -1.0
-1.6 -0.7 1.8
0.5 0.0 0.8
-2.3 -0.9 0.8
-0.5 -0.9 4.7
-0.9 1.2 1.6
0.3 1.7 -1.0
-2.8 6.6 2.4
0.2 0.5 -2.7
-0.6 -3.1 -0.5
-4.0 4.2 -2.3
-0.4 -1.6 -0.2
0.5 -1.1 -1.1
0.2 -0.2 0.4
-0.4 -0.5 1.5
3.4 -7.3 2.5
-2.0 1.5 -2.2
0.5 1.3 -1.8
0.0 -0.9 0.4
1.8 2.0 1.9
1.8 -6.1 1.6
1.7 1.5 0.3
-4.1 -0.5 0.6
2.9 1.0 4.0
2.9 0.9 -2.9
3.1 1.5 3.3
-0.8 -1.3 -4.0
-0.6 2.0 -1.7
2.3 0.2 -1.8
1.4 0.7 1.4
-0.8 0.9 -0.3
-1.6 -0.5 -3.3
-7.9 -3.9 3.6
-0.1 0.6 -1.5
1.3 0.5 1.1
-1.1 -1.2 1.8
0.0 1.4 -0.1
1.2 -0.5 -0.4
0.1 -1.3 1.1
-1.4 8.1 3.3
-3.3 -3.8 4.9
-0.2 0.4 -1.5
0.0 0.6 -0.4
-3.8 -4.5 5.9
-4.2 -0.2 1.9
5.0 -0.5 1.7
-1.8 -6.6 -6.1
-1.0 0.3 0.5
4.3 0.5 -3.3
0.4 1.5 -1.7
-1.6 -1.2 1.8
0.0 -3.9 -2.9
3.9 8.2 -3.0
0.3 0.1 0.7
3.9 1.9 -1.4
-0.5 -0.9 -0.4
1.6 -0.5 3.8
7.8 -1.2 8.2
0.8 -0.4 0.7
-0.2 3.4 0.7
1.2 0.1 0.9
-2.4 1.1 0.2
3.1 2.9 2.4
0.8 7.1 14.1
-1.2 0.5 0.8
0.7 -0.9 -0.9
-1.7 0.0 0.2
-1.3 4.0 1.2
-2.1 1.4 -6.4
7.4 12.8 -13.0
-2.8 -0.4 -6.1
0.1 -0.7 -0.7
-0.5 0.8 0.6
2.6 -1.3 -0.8

frontier orbital gap	6.561	eV
charge	+1
molecular weight	559.9	u
lowest unoccupied orbital energy	-2.53	eV

The lowest charge belongs to which entry?
C23H69BNO12